Entry from the Open Molecules 2025 dataset: C42H57IN5OSiTi as an isolated structure (ωB97M-V/def2-TZVPD).

As for the HOMO energy (alpha / beta): -6.70 / -6.64 eV. As for the frontier orbital gap (alpha / beta): 0.2399 / 0.2337 Eh. Its spin multiplicity is 2. Its molar mass is 850.8 u.

Last column: Löwdin charge in e.
Geometry (Å):
1 Ti 0.3301 0.0368 -0.5066  0.77
2 I -1.9332 -0.7452 1.3756  1.24
3 C -2.9295 -1.4522 -0.3085  -0.59
4 C -4.2837 -1.5936 -0.2605  -0.14
5 C -4.9474 -2.2194 -1.3406  -0.08
6 C -4.2274 -2.7315 -2.3770  -0.04
7 C -2.8147 -2.6038 -2.4187  -0.17
8 C -2.0567 -3.2311 -3.4398  -0.05
9 C -0.6977 -3.1417 -3.4223  -0.09
10 C -0.0505 -2.3382 -2.4516  -0.14
11 C -0.7193 -1.6489 -1.4608  -0.22
12 C -2.1338 -1.8825 -1.4080  -0.27
13 H -4.8467 -1.2576 0.5991  0.09
14 H -6.0237 -2.3234 -1.3133  0.10
15 H -4.7272 -3.2597 -3.1798  0.11
16 H -2.5691 -3.8093 -4.1988  0.11
17 H -0.1089 -3.6606 -4.1696  0.10
18 H 1.0328 -2.2698 -2.5177  0.09
19 C 0.4931 -5.5318 -0.6456  -0.08
20 C -0.7321 -4.9465 0.0528  -0.19
21 C -0.6152 -4.9394 1.5523  -0.17
22 C -1.2043 -5.9418 2.3081  -0.05
23 C -1.0891 -5.9595 3.6911  -0.09
24 C -0.3788 -4.9583 4.3244  -0.05
25 C 0.2278 -3.9290 3.6065  -0.17
26 C 0.9291 -2.8309 4.3730  -0.20
27 C -0.0482 -1.9437 5.1430  -0.09
28 C 0.1126 -3.9383 2.2125  -0.20
29 N 0.6742 -2.8803 1.4526  0.09
30 C 1.9338 -2.8172 1.3715  -0.12
31 C 2.6676 -1.6844 0.8258  -0.29
32 C 4.0370 -1.5708 0.9039  -0.05
33 C 4.3659 -0.2515 0.5070  -0.10
34 C 3.1692 0.3611 0.2139  -0.24
35 N 2.1073 -0.4981 0.3849  -0.06
36 H 0.3639 -5.5219 -1.7287  0.06
37 H 0.6708 -6.5624 -0.3328  0.07
38 H 1.3898 -4.9554 -0.4131  0.06
39 H -1.6178 -5.5245 -0.2240  0.11
40 H -0.8924 -3.9286 -0.2968  0.08
41 H -1.7625 -6.7187 1.7996  0.11
42 H -1.5518 -6.7490 4.2678  0.10
43 H -0.2869 -4.9643 5.4043  0.11
44 H 1.5257 -2.2098 3.7068  0.09
45 H 1.6317 -3.2866 5.0763  0.11
46 H -0.7895 -1.5102 4.4712  0.05
47 H 0.4713 -1.1271 5.6444  0.07
48 H -0.5934 -2.5130 5.8968  0.07
49 H 2.5778 -3.5932 1.8050  0.14
50 H 4.7038 -2.3404 1.2583  0.10
51 H 5.3396 0.2085 0.4762  0.10
52 H 3.0065 1.3666 -0.1295  0.06
53 C 0.1810 4.2571 2.9745  -0.10
54 C 0.6080 2.9738 2.2436  -0.63
55 C 0.1071 1.7730 3.0685  -0.15
56 C 2.1377 2.9264 2.3521  -0.11
57 Si -0.0301 2.7500 0.4041  0.83
58 C -1.9144 3.3791 0.3723  -0.60
59 C -2.7711 2.9074 1.5619  -0.14
60 C -2.6299 2.8156 -0.8690  -0.12
61 C -2.1085 4.9065 0.3519  -0.11
62 C 0.9848 4.0204 -0.7379  -0.60
63 C 2.3754 3.4733 -1.0970  -0.13
64 C 0.3036 4.2395 -2.0995  -0.10
65 C 1.2410 5.4089 -0.1285  -0.10
66 H 0.5420 4.2124 4.0092  0.08
67 H -0.8943 4.4050 3.0209  0.05
68 H 0.6125 5.1525 2.5274  0.07
69 H 0.4747 1.8509 4.0988  0.08
70 H 0.4847 0.8284 2.6617  0.04
71 H -0.9798 1.7122 3.1178  0.04
72 H 2.4224 3.0014 3.4083  0.09
73 H 2.6279 3.7514 1.8368  0.06
74 H 2.5536 1.9905 1.9812  0.05
75 H -2.8307 1.8271 1.6408  -0.03
76 H -3.7940 3.2707 1.4077  0.08
77 H -2.4441 3.2955 2.5234  0.06
78 H -2.6557 1.7240 -0.8653  0.05
79 H -2.1713 3.1225 -1.8074  0.05
80 H -3.6689 3.1671 -0.8766  0.08
81 H -1.7039 5.3950 1.2384  0.07
82 H -3.1852 5.1142 0.3377  0.08
83 H -1.6827 5.4017 -0.5164  0.05
84 H 2.3160 2.5224 -1.6318  0.05
85 H 3.0169 3.3339 -0.2276  0.06
86 H 2.8850 4.1858 -1.7573  0.09
87 H 0.1741 3.3039 -2.6413  0.05
88 H 0.9374 4.8892 -2.7160  0.08
89 H -0.6738 4.7092 -2.0376  0.06
90 H 1.8971 5.3558 0.7399  0.06
91 H 0.3391 5.9344 0.1743  0.06
92 H 1.7496 6.0369 -0.8709  0.08
93 C -1.0908 1.4749 -4.8227  0.03
94 N 0.1990 1.0146 -4.3102  -0.01
95 C 1.2766 0.7420 -5.0935  -0.02
96 C 2.4214 0.2323 -4.5984  0.02
97 C 2.4639 -0.0441 -3.1837  -0.33
98 N 1.4194 0.2656 -2.4160  0.10
99 C 0.2801 0.7541 -2.9651  -0.54
100 O -0.6792 0.9304 -2.2110  -0.07
101 N 3.5287 -0.6480 -2.6548  0.22
102 H -0.9869 1.6518 -5.8901  0.10
103 H -1.3755 2.3933 -4.3135  0.09
104 H -1.8439 0.7106 -4.6351  0.11
105 H 1.1571 0.9525 -6.1475  0.14
106 H 3.2652 0.0286 -5.2361  0.11
107 H 4.3537 -0.7857 -3.2110  0.12
108 H 3.6482 -0.6754 -1.6448  0.07

Forces on atoms 1 to 3 (eV/Å):
-0.32 0.13 1.04
0.21 0.20 -0.09
-0.04 -0.13 -0.18

---

Entry from the Open Molecules 2025 dataset: a 8-piece molecular cluster, C42H58Br3N8O2 overall (ωB97M-V/def2-TZVPD).

As for the HOMO energy: -17.56 eV. As for the frontier orbital gap: 0.1910 Eh. As for the total charge: +5. Its molar mass is 946.7 u.

Last column: Löwdin charge in e.
Geometry (Å):
1 C 0.1462 -2.5103 -1.2423  -0.03
2 C -0.1491 -1.3013 -0.3709  -0.25
3 O -0.8419 -1.3126 0.7221  0.04
4 N 0.6114 -0.0749 -0.9379  0.07
5 H 1.4408 -0.4474 -1.3777  -0.03
6 H 0.1876 0.3806 -1.7335  -0.02
7 C 0.8103 1.0073 0.1610  -0.03
8 H 0.0690 -2.1189 -2.2566  0.05
9 H -0.4413 -3.4274 -1.1977  0.08
10 H 1.1852 -2.8320 -1.1709  0.06
11 H -0.1625 1.1787 0.6219  0.06
12 H 1.1225 1.9135 -0.3580  0.06
13 H 1.5742 0.6171 0.8336  0.01
14 C 5.9260 -1.2746 -0.2189  0.04
15 C 4.8884 -0.3744 0.3990  -0.31
16 O 3.7246 -0.7630 0.6419  0.04
17 N 5.2609 1.1124 0.4106  0.11
18 H 5.2617 1.4794 1.3515  0.13
19 H 6.2279 1.1808 0.1273  0.16
20 C 4.4377 1.9770 -0.5881  0.06
21 H 5.7779 -1.2508 -1.2985  0.10
22 H 5.7580 -2.2974 0.1185  0.08
23 H 6.9702 -0.9937 -0.0820  0.11
24 H 4.9761 2.9096 -0.4189  0.10
25 H 3.4117 2.1637 -0.2708  0.06
26 H 4.6472 1.5580 -1.5723  0.10
27 C -1.4629 -0.4190 5.7579  0.05
28 N -0.6885 -1.2393 4.8419  -0.10
29 C -0.9700 -2.5215 4.6856  0.01
30 C -0.2677 -3.3998 3.8599  0.06
31 C 0.7765 -2.8631 3.1011  -0.14
32 C 1.0304 -1.4966 3.2636  0.05
33 C 0.3918 -0.7026 4.2314  0.05
34 C 1.4123 -3.7085 2.0901  -0.14
35 C 2.7835 -3.5920 1.7204  0.09
36 C 3.2913 -4.3363 0.6287  0.04
37 N 2.4627 -5.1967 0.0068  -0.07
38 C 1.1374 -5.3883 0.3658  0.05
39 C 0.6139 -4.6756 1.4933  0.04
40 C 2.9615 -5.7616 -1.2870  0.06
41 H -1.2754 0.6260 5.5114  0.10
42 H -0.9738 -0.6256 6.7098  0.14
43 H -2.5352 -0.6109 5.7209  0.12
44 H -1.8258 -2.8543 5.2542  0.16
45 H -0.5726 -4.4321 3.9482  0.14
46 H 1.8076 -1.0652 2.6502  0.10
47 H 0.5386 0.3500 4.4233  0.10
48 H 3.3432 -2.8344 2.2487  0.12
49 H 4.3128 -4.2061 0.3030  0.14
50 H 0.5598 -6.1406 -0.1508  0.15
51 H -0.4131 -4.8113 1.7986  0.12
52 H 2.7101 -4.9892 -2.0138  0.11
53 H 2.4474 -6.6714 -1.5972  0.11
54 H 4.0205 -5.9967 -1.1814  0.12
55 C -2.7848 1.9229 1.4126  0.04
56 N -1.9010 3.1058 1.3158  -0.10
57 C -2.0350 3.8096 0.1408  -0.03
58 C -1.2737 4.8844 -0.1127  0.01
59 C -0.2437 5.2256 0.8011  -0.08
60 C -0.1570 4.5047 2.0500  0.07
61 C -1.0659 3.4217 2.2243  -0.04
62 C 0.6859 6.3462 0.3623  -0.07
63 C 2.0934 6.1572 0.4866  0.04
64 C 2.9586 7.0750 -0.0273  0.02
65 N 2.5739 8.1789 -0.7454  -0.09
66 C 1.2499 8.4461 -0.9192  0.06
67 C 0.3114 7.5863 -0.2940  0.08
68 C 3.5894 9.1483 -1.1083  0.04
69 H -2.6071 1.2319 0.5886  0.09
70 H -3.7903 2.3350 1.3269  0.12
71 H -2.5049 1.4199 2.3382  0.10
72 H -2.7183 3.4818 -0.6286  0.13
73 H -1.2598 5.4136 -1.0540  0.13
74 H 0.6082 4.7247 2.7797  0.10
75 H -1.0281 2.7740 3.0877  0.14
76 H 2.4534 5.2428 0.9344  0.11
77 H 4.0202 6.9064 -0.1323  0.15
78 H 0.9920 9.4206 -1.3066  0.16
79 H -0.7063 7.8867 -0.4950  0.13
80 H 4.6216 8.7981 -1.0998  0.12
81 H 3.4542 9.9701 -0.4052  0.13
82 H 3.2577 9.5727 -2.0559  0.12
83 C -7.0169 -4.5837 1.0030  0.04
84 N -6.1464 -3.8258 0.1322  -0.09
85 C -6.6937 -3.3199 -1.0114  0.08
86 C -5.9094 -2.7330 -2.0334  0.09
87 C -4.5501 -2.6230 -1.8038  -0.15
88 C -3.9999 -3.1103 -0.6148  0.04
89 C -4.8204 -3.7540 0.2952  0.01
90 C -3.6413 -2.1453 -2.8573  -0.13
91 C -3.8056 -0.8411 -3.3925  0.05
92 C -2.9083 -0.3606 -4.2934  0.01
93 N -1.8856 -1.1643 -4.7632  -0.03
94 C -1.7131 -2.4345 -4.3127  0.03
95 C -2.5479 -2.9174 -3.2686  0.03
96 C -0.8301 -0.5465 -5.7048  0.08
97 H -6.9273 -5.6331 0.7222  0.13
98 H -8.0340 -4.1964 0.9422  0.12
99 H -6.6829 -4.4126 2.0263  0.12
100 H -7.7705 -3.3715 -1.0776  0.16
101 H -6.4067 -2.4487 -2.9490  0.15
102 H -2.9512 -3.1751 -0.3648  0.11
103 H -4.4076 -4.1226 1.2226  0.15
104 H -4.5772 -0.1861 -3.0158  0.14
105 H -2.9042 0.6702 -4.6156  0.13
106 H -0.9563 -3.0615 -4.7605  0.16
107 H -2.4210 -3.9089 -2.8596  0.13
108 H -1.0924 0.5061 -5.8109  0.09
109 H -0.7377 -1.1606 -6.6007  0.12
110 H 0.1043 -0.6882 -5.1617  0.07
111 Br -0.6285 2.4657 -2.9474  -0.33
112 Br 2.7160 2.2605 3.0519  -0.41
113 Br 2.9151 -1.1056 -3.3177  -0.39

Forces on atoms 1 to 3 (eV/Å):
-0.21 0.66 -0.46
-2.16 -0.92 3.79
3.59 0.86 -5.71